Entry 1:
{"formula": "C4H7ClO2", "method": "wB97M-V/def2-TZVPD", "fmax_ev_per_a": 3.38, "relative_energy_kj_mol": 466.4, "elements": ["C", "C", "C", "C", "O", "O", "Cl", "H", "H", "H", "H", "H", "H", "H"], "xyz": [[-2.577126, 0.139863, -0.806963], [1.430171, 0.501061, -1.282428], [0.199186, -0.953142, 1.968214], [1.289876, 0.328388, 0.270582], [-2.047759, -0.923506, -0.637574], [0.434369, -0.524426, 0.731755], [2.432094, 1.157822, 1.235889], [-2.767713, 0.427167, -1.902638], [0.337544, 0.323200, -1.717497], [2.101582, -0.283128, -1.748426], [1.849074, 1.488752, -1.276274], [0.891110, -0.690018, 2.802833], [-0.569307, -1.620362, 2.217535], [-3.003103, 0.628332, 0.144992]], "forces_ev_per_angstrom": [[-0.9924, -0.8467, 0.1293], [-2.1045, -2.0964, 1.6033], [2.2397, 1.4138, 0.8736], [-0.4912, -0.7648, -1.9840], [0.4163, -0.1014, -0.0343], [0.3362, 0.0169, 1.0838], [-0.2008, -0.3819, 0.4866], [0.0691, 0.6244, 1.4649], [2.4412, 0.8546, 0.6437], [-0.5531, 1.0046, 0.5648], [-0.0410, 0.5138, -1.2254], [-0.4563, 0.1442, -1.1774], [-1.0856, -0.6939, -0.8427], [0.4224, 0.3127, -1.5862]]}

Entry 2:
{"formula": "C3H5NOS", "method": "wB97M-V/def2-TZVPD", "fmax_ev_per_a": 4.28, "relative_energy_kj_mol": 488.6, "elements": ["C", "O", "S", "C", "N", "C", "H", "H", "H", "H", "H"], "xyz": [[-0.871825, 1.185157, 0.630847], [-2.048674, 1.025981, -0.129621], [-2.748446, -0.540293, 0.172454], [-0.728905, -1.192194, 0.068537], [0.648369, -1.089548, 0.778775], [0.152326, 0.076228, 0.080910], [-1.214154, 1.100458, 1.650018], [-0.587714, 2.153670, 0.392795], [-0.783071, -1.886469, -0.779934], [1.331821, -1.699068, 0.321682], [0.846586, 0.279520, -0.709232]], "forces_ev_per_angstrom": [[0.1659, -2.1791, -0.1667], [-1.1732, -1.4324, -0.5393], [4.0199, 0.7241, 0.6985], [1.1502, 1.0566, -1.8223], [-3.3685, -0.4675, 2.5992], [-1.9460, -1.3141, -0.5377], [0.8377, -0.2644, 0.7615], [1.0070, 1.8433, -0.2262], [0.3267, 0.4714, 0.4049], [-0.4569, 0.6229, -0.2840], [-0.5630, 0.9392, -0.8879]]}

Table of frontier orbital gap (Ha), in record order: 0.2723, 0.3180
Table of calculated total energy (hartree), in record order: -767.09618, -645.32556